The following is a DFT calculation (ωB97M-V with the def2-TZVPD basis set) of a structure of composition C45H42BrN3O10PbS3.

XYZ file:
```
105
Properties=species:S:1:pos:R:3
Pb -0.58061 0.63789 0.34781
O -4.12382 5.51074 2.75311
C -3.43123 4.46827 2.26472
C -4.00525 3.51461 1.42164
C -3.20376 2.49181 0.95882
N -1.92560 2.39456 1.31726
C -1.36952 3.29369 2.12609
C -2.08960 4.36012 2.62791
C 0.11691 3.05993 2.43312
O 0.66927 3.84005 3.18607
O 0.62659 2.04321 1.84146
C -3.72856 1.39229 0.03499
O -4.93266 1.28463 -0.13768
O -2.81916 0.61505 -0.43382
H -5.03284 5.48988 2.43504
H -5.04183 3.54924 1.11072
H -1.61392 5.08323 3.27366
O 1.85228 0.19254 -0.93405
S 2.33936 -0.29432 -2.25759
C 2.70209 1.16407 -3.27732
C 3.48002 2.29339 -2.60381
C 2.73066 3.09188 -1.53447
C 1.55328 3.90369 -2.08392
S 0.16813 3.75805 -0.93810
O -0.32522 2.34672 -1.22088
C -1.03145 4.81684 -1.70767
C -2.09915 4.26404 -2.39532
C -3.04945 5.11818 -2.93868
C -2.92297 6.49053 -2.78904
C -1.85256 7.02689 -2.08358
C -0.90281 6.18779 -1.52463
C 4.00968 -0.86397 -1.97552
C 4.70604 -1.50393 -2.99206
C 5.99673 -1.94706 -2.75246
C 6.57208 -1.76018 -1.50153
C 5.86167 -1.12990 -0.49208
C 4.56876 -0.67849 -0.72189
H 1.73434 1.48555 -3.66643
H 3.27485 0.76215 -4.11707
H 3.79927 2.96490 -3.40683
H 4.39744 1.88659 -2.17161
H 3.43245 3.77091 -1.05032
H 2.38252 2.40526 -0.76308
H 1.15831 3.52903 -3.03084
H 1.78502 4.96204 -2.20441
H -2.18937 3.18938 -2.48184
H -3.89341 4.70669 -3.47544
H -3.66804 7.14913 -3.21378
H -1.76536 8.09708 -1.95737
H -0.08109 6.59682 -0.94930
H 4.25900 -1.64160 -3.96862
H 6.55573 -2.43425 -3.53942
H 7.57945 -2.10681 -1.31664
H 6.31825 -0.97990 0.47686
H 3.99181 -0.18560 0.05011
C -3.62122 -0.84013 2.25506
O -2.68770 -1.44112 1.29736
C -2.68102 -2.65567 1.02032
C -3.45694 -3.65669 1.65807
C -3.35631 -4.92861 1.20294
Br -4.30297 -6.29395 1.99530
C -2.52162 -5.32080 0.05770
C -1.77858 -4.43353 -0.61706
C -1.77439 -3.00422 -0.17781
O -1.11962 -2.15322 -0.70960
C -0.98064 -4.79515 -1.78945
N -0.30392 -3.94997 -2.56387
C 0.27551 -4.64209 -3.61357
C 1.04140 -4.21553 -4.69491
C 1.45314 -5.19700 -5.56687
C 1.11998 -6.55275 -5.37905
C 0.35428 -6.97622 -4.31566
C -0.06405 -5.98092 -3.43700
N -0.84553 -6.02989 -2.29000
H -3.47519 -1.31700 3.22088
H -4.62449 -0.95850 1.85138
H -3.33278 0.20392 2.28587
H -4.10274 -3.41082 2.48891
H -2.56477 -6.36921 -0.20599
H -0.24345 -2.95633 -2.37103
H 1.28158 -3.17399 -4.84580
H 2.04604 -4.92423 -6.42862
H 1.47166 -7.28034 -6.09643
H 0.09179 -8.01498 -4.17878
H -1.25154 -6.86837 -1.90617
C -0.76573 1.47669 7.02529
C -0.27749 0.64593 5.87748
C 0.93760 0.92657 5.25657
C 1.38703 0.17068 4.18852
C 0.61581 -0.89197 3.74321
C -0.59751 -1.19426 4.33980
C -1.03515 -0.42565 5.40536
S 1.13554 -1.77628 2.29181
C 2.25238 -2.94490 3.07366
O -0.05139 -2.59949 1.83023
H -0.12723 2.34282 7.18526
H -0.78257 0.89518 7.94820
H -1.77983 1.83401 6.84331
H 1.52777 1.76741 5.59519
H 2.30366 0.44438 3.68223
H -1.16996 -2.03667 3.97414
H -1.97768 -0.66143 5.88649
H 1.69892 -3.53603 3.80091
H 3.04778 -2.38616 3.56364
H 2.66939 -3.57686 2.29226
```

Energy above the lowest of the compared OMol25 structures with the same formula, charge and spin in kcal per mole: 13.3
Net charge: +2
Total energy in a.u.: -6617.589431
Gap between HOMO and LUMO in eV: 3.9

Here are the Löwdin charges for atoms 1 to 8, given in e: number 1, Pb, carries 1.514; number 2, O, carries 0.105; number 3, C, carries -0.270; number 4, C, carries 0.082; number 5, C, carries -0.193; number 6, N, carries 0.030; number 7, C, carries -0.173; number 8, C, carries 0.097

***

The following is a DFT calculation (ωB97M-V with the def2-TZVPD basis set) of a structure of composition C45H42FeNO6Se2.

XYZ file:
```
97
Properties=species:S:1:pos:R:3
Fe -1.47951 -1.02198 0.65797
O -2.71840 0.56164 2.05464
C -4.13027 0.39374 2.18770
C -4.52407 -1.07691 2.30324
C -5.95937 -1.03254 2.86076
O -6.58050 -2.31033 2.99186
C -4.56567 -1.82195 0.93537
Se -3.73571 -0.93748 -0.62139
C -3.63889 -1.80054 3.32882
Se -1.81619 -2.29077 2.78408
H -2.57203 1.44509 1.69321
H -4.64016 0.82483 1.32183
H -4.45507 0.92025 3.09719
H -6.57375 -0.39076 2.21417
H -5.95282 -0.59962 3.86426
H -6.29635 -2.82748 2.22854
H -5.60597 -1.98965 0.63442
H -4.08487 -2.79251 1.05495
H -4.14137 -2.72151 3.62698
H -3.56317 -1.16630 4.21735
C 3.10808 3.56769 -1.64480
C 2.48583 3.23419 -0.30070
C 1.40658 4.20703 0.14454
O 1.39651 1.90922 -1.02275
C 0.95214 0.91691 -0.31412
C 1.28861 0.80356 1.15217
O 3.22826 2.74533 0.58336
C 2.15859 -0.24791 1.65322
O 0.72801 -0.42866 1.68314
C 2.76219 -0.08773 3.01674
C 2.37231 -0.93933 4.04433
C 2.94353 -0.81209 5.30219
C 3.90200 0.16689 5.53695
C 4.27550 1.02604 4.51233
C 3.70602 0.90547 3.25033
C 2.92320 -1.13383 0.71599
C 2.68127 -2.50118 0.70227
C 3.43000 -3.32836 -0.12220
C 4.41864 -2.78803 -0.93577
C 4.65040 -1.41901 -0.92710
C 3.90537 -0.58665 -0.10030
C -1.30602 1.86857 -0.91714
O -0.66341 1.01114 -0.11024
C -1.25244 1.60964 -2.35979
C -1.20569 2.65426 -3.28931
C -1.11141 2.39305 -4.64676
C -1.05757 1.08079 -5.10108
C -1.08307 0.03672 -4.18483
C -1.17138 0.29307 -2.82628
C -2.00838 2.95178 -0.30632
C -3.03912 3.65802 -0.96514
C -3.70162 4.69482 -0.33759
C -3.37378 5.07082 0.96460
C -2.37184 4.37489 1.63457
C -1.70021 3.33472 1.01731
H 2.36764 3.61805 -2.44194
H 3.85025 2.80815 -1.88461
H 3.60731 4.53787 -1.55301
H 0.60309 4.31133 -0.58546
H 1.88054 5.18271 0.29529
H 0.98719 3.88467 1.09648
H 1.01611 -0.06357 -0.79972
H 1.12949 1.67537 1.77420
H 1.59147 -1.66991 3.86606
H 2.62797 -1.46892 6.10362
H 4.34389 0.26950 6.52136
H 5.00676 1.80454 4.69593
H 3.96008 1.58654 2.44613
H 1.87685 -2.90678 1.30312
H 3.21987 -4.39062 -0.15193
H 4.99094 -3.43404 -1.59123
H 5.40653 -0.99164 -1.57538
H 4.05515 0.48857 -0.09013
H -1.19898 3.67760 -2.93545
H -1.06133 3.21617 -5.35025
H -0.98527 0.87472 -6.16262
H -1.03643 -0.99150 -4.52260
H -1.18642 -0.53189 -2.12748
H -3.34528 3.34984 -1.95447
H -4.50003 5.20535 -0.86346
H -3.90034 5.88138 1.45257
H -2.10754 4.64158 2.65091
H -0.92061 2.79998 1.54487
N 3.47769 -6.73778 -6.08775
C 2.90613 -6.09243 -5.32441
C 2.18981 -5.28265 -4.36797
C 1.37845 -5.88600 -3.40853
C 0.69381 -5.10847 -2.49507
C 0.79921 -3.70850 -2.51157
C 1.62268 -3.12035 -3.48508
C 2.30759 -3.89309 -4.40043
C 0.12728 -2.90982 -1.54844
C -0.44973 -2.23195 -0.71147
H 1.29009 -6.96475 -3.38378
H 0.06546 -5.56678 -1.74328
H 1.72526 -2.04308 -3.48977
H 2.94442 -3.42643 -5.14099
```

Energy above the lowest of the compared OMol25 structures with the same formula, charge and spin in kcal per mole: 40.7
Net charge: -2
Total energy in a.u.: -8312.706941
Multiplicity: 6
Gap between HOMO and LUMO (spin up / spin down) in eV: 6.1 / 5.9

Here are the Löwdin charges for atoms 1 to 8, given in e: number 1, Fe, carries 0.295; number 2, O, carries -0.165; number 3, C, carries -0.256; number 4, C, carries -0.569; number 5, C, carries -0.239; number 6, O, carries -0.082; number 7, C, carries -0.577; number 8, Se, carries 0.540

***

- Among the records above, which one has the lowest net charge?
  C45H42FeNO6Se2

***

- Look up the total energy of the second one.
  -8312.706941 a.u.

***

- Look up the total energy of the first one.
  -6617.589431 a.u.